(1)
{"formula": "C2H8O2", "method": "wB97M-V/def2-TZVPD", "elements": ["O", "O", "C", "C", "H", "H", "H", "H", "H", "H", "H", "H"], "coordinates": [[-2.0178, 1.2573, -0.4368], [-1.1327, -1.2480, 0.9025], [1.0464, 0.1978, -0.8310], [1.8996, 0.2193, 0.2553], [1.9283, 0.9015, 1.1111], [-0.3981, -0.6535, 0.6815], [2.6973, -0.5283, 0.2722], [-2.7617, 0.9765, -0.9810], [0.7612, -0.6812, -1.4017], [0.3196, 1.0148, -0.9529], [-0.6682, -1.9079, 1.4314], [-1.6739, 0.4518, -0.0506]], "forces_ev_per_angstrom": [[0.62, 0.24, -0.27], [0.90, 0.27, -0.25], [-2.20, 0.77, 0.52], [1.58, -0.88, 0.19], [-0.58, 0.09, -0.41], [-0.35, -0.11, 0.33], [0.05, 0.18, -0.02], [-0.05, 0.02, -0.03], [0.71, -0.24, -0.10], [0.47, 0.32, -0.48], [-0.41, -0.36, 0.20], [-0.73, -0.31, 0.32]], "mulliken_charge": [-0.585, -0.588, -0.559, -0.083, 0.332, 0.152, 0.313, 0.356, 0.405, 0.513, 0.350, 0.394], "max_force_ev_per_a": 2.39, "spin_multiplicity": 2, "e_above_lowest_kcal_mol": 23.8, "e_homo_ev": [-15.63, -15.41], "total_charge": 1, "homo_lumo_gap_ev": [8.935, 4.976]}

---

(2)
{"formula": "C2H8O2PS4", "method": "wB97M-V/def2-TZVPD", "elements": ["S", "S", "S", "S", "P", "O", "O", "C", "C", "H", "H", "H", "H", "H", "H", "H", "H"], "coordinates": [[2.2768, 1.2133, -0.7173], [-4.1652, 0.0649, -0.3352], [-3.0289, 0.6113, 1.1000], [2.7814, 2.4623, 0.7342], [0.1902, 0.6350, -0.4819], [0.6239, 0.6117, 2.1072], [0.9224, -1.8911, -1.2289], [0.4067, -0.7173, -1.8412], [0.4057, -0.3491, 1.0674], [-0.6420, -0.9825, 1.1480], [-0.5744, -0.9351, -2.3853], [1.1707, -2.5763, -1.9361], [1.9924, 2.0116, 1.6126], [0.4669, 0.2836, 2.9518], [-5.2528, 1.0560, -0.4070], [1.2514, -1.1723, 1.1112], [1.1747, -0.3258, -2.4995]], "forces_ev_per_angstrom": [[-0.04, 0.06, -0.27], [-2.16, 0.88, -1.09], [0.55, 0.48, 0.72], [1.88, 1.06, -1.83], [0.42, -0.89, -0.39], [0.11, 0.95, -2.93], [0.36, -1.24, -1.33], [-0.69, -0.68, 0.58], [-0.74, -3.17, 1.12], [2.40, 1.71, 0.01], [1.21, 0.66, 0.71], [-0.63, 1.54, 1.43], [-1.88, -0.96, 1.96], [-0.55, -1.22, 2.26], [1.64, -1.32, 0.29], [-1.62, 1.77, -0.59], [-0.27, 0.36, -0.64]], "mulliken_charge": [0.092, -0.037, -0.111, 0.059, 0.335, -0.481, -0.457, -0.539, -0.395, 0.351, 0.357, 0.306, 0.234, 0.281, 0.207, 0.382, 0.417], "max_force_ev_per_a": 3.44, "e_above_lowest_kcal_mol": 49.4, "e_homo_ev": [-11.73, -12.23], "total_charge": 1, "homo_lumo_gap_ev": [4.499, 7.512]}

---

(3)
{"formula": "C2H8O2S", "method": "wB97M-V/def2-TZVPD", "elements": ["S", "O", "O", "C", "C", "H", "H", "H", "H", "H", "H", "H", "H"], "coordinates": [[1.6585, -2.8274, -1.4825], [0.6695, -0.5180, -0.4466], [-1.6908, 3.7833, 0.1759], [1.0078, -1.8231, -0.1206], [0.1135, 0.2445, 0.5914], [-2.6506, 3.8420, -0.0330], [0.0962, -2.3430, 0.2316], [1.7549, -1.8637, 0.6953], [-1.4414, 2.8614, -0.0610], [0.8977, 0.3904, 1.3532], [0.5835, -2.5858, -2.2626], [-0.3178, 1.2275, 0.3378], [-0.6812, -0.3881, 1.0212]], "forces_ev_per_angstrom": [[-0.29, 0.77, -0.08], [0.36, 1.11, -1.94], [-0.71, -0.90, -0.42], [-0.58, -0.71, 1.11], [0.05, -1.15, 1.37], [1.03, -0.10, 0.21], [0.31, 0.13, 0.09], [-0.13, -0.01, -0.30], [-0.37, 1.05, 0.18], [-0.37, 0.21, 0.05], [0.23, -0.20, 0.05], [0.53, -0.68, -0.63], [-0.06, 0.50, 0.31]], "mulliken_charge": [-0.195, -0.277, -0.645, -0.453, -0.120, 0.321, 0.347, 0.301, 0.300, 0.272, 0.121, -0.261, 0.288], "smiles": "COCS.O", "max_force_ev_per_a": 2.26, "e_above_lowest_kcal_mol": 14.4, "e_homo_ev": -9.42, "homo_lumo_gap_ev": 10.080}

---

(4)
{"formula": "C2H8O3", "method": "wB97M-V/def2-TZVPD", "elements": ["O", "O", "O", "C", "C", "H", "H", "H", "H", "H", "H", "H", "H"], "coordinates": [[1.0269, 0.3155, -0.4440], [-3.7024, 0.6702, 0.0044], [-1.8565, -1.6719, -1.3713], [2.2245, 0.6186, 0.1379], [2.5680, 0.3717, 1.3971], [-1.0381, -1.4264, -1.8161], [2.8684, 1.2006, -0.5168], [-1.6637, -2.5815, -1.1193], [0.8057, 1.0088, -1.0720], [-2.8566, 0.2129, -0.0864], [3.1711, 1.0650, 1.9687], [-3.8190, 0.7240, 0.9590], [2.2716, -0.5076, 1.9589]], "forces_ev_per_angstrom": [[-0.04, -1.26, -0.08], [0.22, 0.00, 0.26], [0.32, -0.16, -0.07], [-0.09, 1.41, 0.01], [0.05, -0.71, 0.41], [-0.02, 0.28, -0.01], [-0.17, 0.65, 0.32], [-0.27, -0.03, 0.16], [0.22, -0.13, -0.10], [-0.10, -0.16, -0.24], [1.01, -0.36, -0.66], [-0.11, 0.07, -0.07], [-1.01, 0.41, 0.06]], "mulliken_charge": [-0.468, -0.633, -0.616, 0.059, -0.658, 0.312, 0.264, 0.311, 0.340, 0.316, 0.229, 0.312, 0.234], "smiles": "C=CO.O.O", "max_force_ev_per_a": 1.41, "e_above_lowest_kcal_mol": 34.8, "e_homo_ev": -9.00, "homo_lumo_gap_ev": 9.486}

---

(5)
{"formula": "C2H8O3", "method": "wB97M-V/def2-TZVPD", "elements": ["O", "O", "O", "C", "C", "H", "H", "H", "H", "H", "H", "H", "H"], "coordinates": [[-0.4385, 1.0446, -0.6246], [0.8050, -1.6711, -0.7307], [-1.5420, 3.8925, -0.3741], [1.2356, -2.3270, 0.3834], [0.7380, -2.3882, 1.6148], [2.2565, -2.6478, 0.1804], [-0.3371, -2.2936, 1.7435], [-1.9271, 4.3884, 0.3400], [0.1926, -0.9909, -0.4802], [1.3619, -2.6811, 2.4435], [-0.7760, 1.9568, -0.5946], [-2.0301, 4.2402, -1.1182], [-1.2603, 0.5392, -0.6982]], "forces_ev_per_angstrom": [[-0.68, 0.02, -0.05], [-0.21, -1.19, 0.10], [0.08, -0.21, -0.26], [1.79, 0.82, 0.00], [-0.92, -0.33, -0.76], [-0.05, -0.13, 0.20], [0.17, 0.60, 0.37], [-0.02, 0.14, 0.82], [-0.51, 0.69, 0.19], [-0.09, -0.41, -0.08], [0.33, -0.05, 0.14], [-0.03, -0.04, -0.62], [0.13, 0.08, -0.04]], "mulliken_charge": [-0.675, -0.416, -0.622, 0.166, -0.750, 0.298, 0.233, 0.304, 0.279, 0.236, 0.334, 0.307, 0.304], "smiles": "C=CO.O.O", "max_force_ev_per_a": 1.97, "e_above_lowest_kcal_mol": 21.1, "e_homo_ev": -8.74, "homo_lumo_gap_ev": 9.124}

---

(6)
{"formula": "C2H8O3SSi", "method": "wB97M-V/def2-TZVPD", "elements": ["S", "Si", "O", "O", "O", "C", "C", "H", "H", "H", "H", "H", "H", "H", "H"], "coordinates": [[-0.3890, -0.1349, -0.3740], [-1.7099, 0.2387, 1.8327], [-2.2974, -0.4419, 0.5090], [-0.1530, 0.4826, 1.0421], [1.1222, 0.1222, -1.1876], [1.4470, 1.4102, -1.5575], [0.1188, -1.8563, -0.1051], [0.9921, -1.7892, 0.4713], [0.5333, -2.3561, -1.0752], [-2.1007, 1.5507, 2.0386], [-1.3596, -0.5007, 3.2453], [1.6686, 2.0726, -0.7958], [0.5722, 2.0121, -2.1166], [-0.7972, -2.3665, 0.1629], [2.3525, 1.5563, -2.0901]], "forces_ev_per_angstrom": [[0.35, -0.43, -2.00], [1.02, -2.17, 0.13], [0.15, -0.49, 0.93], [1.11, 0.31, 0.44], [-0.20, -0.88, 1.21], [-2.91, 2.39, -1.87], [-0.43, -0.49, -3.54], [0.68, -0.13, 1.64], [-1.10, 1.28, 1.31], [-0.80, 1.81, 0.72], [-0.55, 0.75, -1.81], [0.01, 0.99, 2.63], [1.64, -1.63, 0.74], [0.32, -0.21, 0.79], [0.71, -1.11, -1.32]], "mulliken_charge": [0.648, 0.404, -0.559, -0.288, -0.280, -0.735, -0.895, 0.325, 0.311, -0.154, -0.098, 0.350, 0.243, 0.402, 0.327], "max_force_ev_per_a": 4.21, "e_above_lowest_kcal_mol": 36.9, "e_homo_ev": -9.42, "homo_lumo_gap_ev": 10.149}

---

- Number 5 is which compound?
  C2H8O3